Record 1
{"formula": "C14H22F3GeNO4S2V", "method": "wB97M-V/def2-TZVPD", "homo_lumo_gap_ev": [5.00, 5.81], "spin_multiplicity": 2, "e_above_lowest_kcal_mol": 0.0, "homo_energy_ev": [-15.392, -15.392], "charge": 2, "species": ["V", "F", "C", "F", "F", "C", "C", "C", "C", "N", "C", "S", "H", "H", "H", "C", "C", "C", "C", "Ge", "C", "C", "C", "C", "H", "H", "H", "H", "H", "H", "H", "H", "H", "H", "H", "H", "H", "H", "H", "H", "H", "H", "H", "O", "S", "O", "O", "O"], "coordinates": [[0.225, 3.031, 2.649], [-3.703, 7.114, 4.701], [-2.576, 6.515, 4.615], [-1.470, 7.397, 4.710], [-2.460, 5.507, 5.543], [-2.440, 5.768, 3.344], [-3.391, 5.730, 2.329], [-3.285, 5.012, 1.138], [-2.172, 4.160, 0.975], [-1.225, 4.187, 1.927], [-1.307, 4.977, 3.036], [0.193, 4.731, 4.031], [-4.145, 6.455, 2.391], [-3.826, 5.194, 0.236], [-2.094, 3.510, 0.116], [-2.368, -3.831, -2.711], [-1.242, -4.431, -1.773], [-0.011, -3.603, -1.476], [-0.237, -2.448, -0.517], [1.509, -1.890, 0.030], [2.664, -1.129, -1.242], [3.914, -1.925, -1.281], [3.633, -3.385, -1.751], [3.281, -3.420, -3.209], [-3.014, -4.639, -3.118], [-2.081, -3.393, -3.678], [-3.209, -3.235, -2.300], [-1.081, -5.313, -2.373], [-1.763, -4.784, -0.806], [0.333, -3.139, -2.404], [0.721, -4.387, -1.174], [-0.896, -2.720, 0.321], [-0.593, -1.596, -1.036], [2.002, -2.304, 1.429], [2.874, -0.119, -0.927], [2.188, -1.011, -2.201], [4.445, -1.879, -0.361], [4.633, -1.615, -1.974], [2.893, -3.887, -1.060], [4.498, -4.085, -1.599], [2.371, -2.897, -3.572], [3.194, -4.521, -3.495], [4.097, -3.097, -3.766], [1.135, -0.090, 1.161], [0.185, 0.941, 1.206], [0.935, 2.331, 1.067], [-0.465, 1.337, 2.606], [-0.869, 0.878, 0.245]]}

---

Record 2
{"formula": "C11H25CaNO7", "method": "wB97M-V/def2-TZVPD", "homo_lumo_gap_ev": 3.08, "e_above_lowest_kcal_mol": 241.0, "homo_energy_ev": -7.041, "species": ["Ca", "C", "C", "O", "O", "H", "H", "H", "C", "C", "O", "O", "H", "H", "H", "C", "O", "H", "H", "H", "H", "C", "O", "C", "C", "N", "C", "C", "O", "C", "H", "H", "H", "H", "H", "H", "H", "H", "H", "H", "H", "H", "H", "H", "H"], "coordinates": [[-1.009, -1.109, 1.069], [1.062, -2.951, 7.389], [0.739, -2.575, 5.905], [-0.051, -3.283, 5.267], [1.182, -1.545, 5.347], [1.822, -2.367, 7.906], [1.510, -3.936, 7.516], [0.139, -2.953, 7.969], [-6.800, -0.889, -1.933], [-5.449, -1.170, -1.342], [-5.413, -1.521, -0.128], [-4.437, -0.963, -1.996], [-7.618, -0.735, -1.230], [-7.003, -1.734, -2.591], [-6.778, -0.008, -2.575], [-4.369, 2.248, 3.609], [-3.105, 2.267, 3.035], [-4.586, 1.286, 4.074], [-4.406, 3.078, 4.315], [-5.111, 2.381, 2.822], [-2.651, 3.111, 3.095], [1.251, -3.279, -2.056], [1.640, -1.935, -1.709], [2.956, -1.557, -2.130], [3.191, -0.046, -1.682], [1.939, 0.720, -1.615], [2.077, 2.133, -1.211], [3.030, 2.996, -2.146], [2.434, 2.786, -3.479], [3.242, 3.252, -4.552], [1.716, -3.929, -1.315], [1.718, -3.521, -3.011], [0.178, -3.469, -2.031], [3.202, -1.544, -3.192], [3.639, -2.220, -1.598], [3.907, 0.368, -2.393], [3.747, 0.125, -0.760], [1.761, 0.920, -2.589], [2.356, 2.204, -0.159], [1.078, 2.563, -1.278], [4.050, 2.616, -2.102], [3.020, 4.053, -1.881], [2.616, 3.450, -5.423], [3.896, 2.477, -4.951], [3.690, 4.202, -4.260]]}

---

Record 3
{"formula": "C4H3BrO", "method": "wB97M-V/def2-TZVPD", "homo_lumo_gap_ev": [6.93, 6.92], "e_above_lowest_kcal_mol": 113.7, "homo_energy_ev": [-8.170, -8.163], "species": ["C", "C", "C", "C", "O", "Br", "H", "H", "H"], "coordinates": [[-0.477, -1.880, -0.545], [0.553, -1.560, 0.076], [-0.813, 1.806, 0.029], [1.644, -1.410, 0.858], [-0.349, 0.889, 0.596], [2.849, -0.067, 0.649], [-1.342, -2.044, -1.021], [-0.194, 2.306, -0.766], [-1.871, 1.961, 0.124]]}

---

Record 4
{"formula": "CHBrClNO2", "method": "wB97M-V/def2-TZVPD", "homo_lumo_gap_ev": [8.52, 7.16], "e_above_lowest_kcal_mol": 54.9, "homo_energy_ev": [-10.802, -10.018], "species": ["C", "N", "O", "O", "Cl", "Br", "H"], "coordinates": [[-0.183, -0.466, -1.196], [-0.158, 0.249, 0.059], [-0.749, 1.330, -0.022], [0.246, -0.271, 1.069], [0.425, -1.971, -1.236], [1.464, 1.216, 3.213], [-1.045, -0.087, -1.889]]}

---

Record 5
{"formula": "C14H41N3O8", "method": "wB97M-V/def2-TZVPD", "homo_lumo_gap_ev": 8.46, "e_above_lowest_kcal_mol": 216.6, "homo_energy_ev": -8.193, "species": ["O", "H", "H", "H", "C", "O", "O", "O", "H", "C", "C", "C", "O", "C", "N", "H", "H", "H", "H", "H", "H", "H", "H", "H", "H", "H", "C", "C", "C", "O", "C", "N", "H", "H", "H", "H", "H", "H", "H", "H", "H", "H", "H", "C", "C", "C", "O", "C", "N", "H", "H", "H", "H", "H", "H", "H", "H", "H", "H", "H", "C", "O", "H", "H", "H", "H"], "coordinates": [[11.368, -17.204, 25.671], [11.827, -18.010, 25.500], [10.541, -17.513, 26.079], [11.441, -16.710, 24.669], [12.826, -19.479, 24.443], [12.792, -18.470, 23.805], [13.488, -20.515, 23.808], [12.433, -19.606, 25.604], [13.688, -20.381, 22.955], [16.813, -15.739, 25.173], [15.549, -16.003, 24.340], [15.770, -16.477, 22.975], [16.588, -15.557, 22.269], [16.971, -15.967, 20.834], [14.705, -16.788, 25.109], [16.598, -15.025, 26.029], [17.507, -15.212, 24.401], [17.259, -16.529, 25.741], [15.015, -15.083, 24.572], [14.780, -16.781, 22.536], [16.486, -17.386, 23.105], [15.986, -15.903, 20.195], [17.271, -16.998, 20.760], [17.778, -15.482, 20.445], [15.216, -17.589, 25.380], [13.752, -17.048, 24.637], [10.054, -14.050, 24.288], [11.044, -14.706, 23.276], [12.500, -14.259, 23.441], [12.680, -12.951, 23.136], [13.939, -12.509, 22.688], [10.906, -16.173, 23.074], [9.029, -14.381, 24.176], [10.044, -13.014, 24.243], [10.459, -14.532, 25.321], [10.425, -14.083, 22.454], [13.193, -14.709, 22.855], [12.649, -14.253, 24.547], [14.040, -12.765, 21.773], [14.726, -13.084, 23.131], [14.069, -11.598, 22.679], [11.230, -16.493, 22.125], [9.953, -16.407, 23.300], [8.672, -19.226, 24.573], [8.115, -18.222, 25.604], [8.308, -18.623, 27.142], [9.741, -18.712, 27.184], [10.266, -19.196, 28.469], [8.667, -16.916, 25.422], [8.246, -20.423, 24.488], [9.736, -19.161, 24.688], [8.499, -18.674, 23.725], [7.174, -18.215, 25.380], [7.971, -19.720, 27.178], [7.880, -17.937, 27.824], [10.085, -18.529, 29.289], [11.374, -19.600, 28.242], [9.666, -20.132, 28.673], [8.176, -16.120, 26.172], [8.187, -16.425, 24.539], [10.595, -14.881, 28.847], [11.290, -15.212, 27.625], [10.884, -14.005, 29.443], [10.373, -15.802, 29.097], [9.618, -14.658, 28.680], [12.321, -15.449, 27.843]]}

---

Record 6
{"formula": "C4H14BN2", "method": "wB97M-V/def2-TZVPD", "homo_lumo_gap_ev": 11.35, "smiles": "BN(C)CC[NH2+]C", "e_above_lowest_kcal_mol": 0.0, "homo_energy_ev": -14.464, "charge": 1, "species": ["B", "C", "C", "C", "C", "N", "N", "H", "H", "H", "H", "H", "H", "H", "H", "H", "H", "H", "H", "H", "H"], "coordinates": [[1.391, 1.506, 0.538], [1.944, -0.269, -1.272], [-2.155, 0.292, -1.037], [0.735, -0.819, 1.021], [-0.645, -1.017, 0.417], [1.351, 0.199, 0.159], [-1.272, 0.277, 0.153], [1.666, 2.270, -0.307], [0.968, 1.883, 1.645], [2.769, -1.056, -1.045], [1.243, -0.649, -1.997], [2.371, 0.707, -1.753], [-1.765, -0.489, -1.651], [-3.165, 0.099, -0.738], [-2.166, 1.241, -1.575], [0.776, -0.440, 2.033], [1.344, -1.757, 0.900], [-1.262, -1.579, 1.140], [-0.443, -1.658, -0.467], [-0.530, 0.971, -0.010], [-1.811, 0.767, 0.838]]}

---

Record 7
{"formula": "C7H9Cl2N2S", "method": "wB97M-V/def2-TZVPD", "homo_lumo_gap_ev": [6.37, 6.37], "e_above_lowest_kcal_mol": 0.0, "homo_energy_ev": [-12.165, -12.164], "charge": 1, "species": ["C", "C", "C", "C", "C", "C", "C", "N", "N", "S", "Cl", "Cl", "H", "H", "H", "H", "H", "H", "H", "H", "H"], "coordinates": [[-0.015, 0.480, -0.390], [-2.126, 0.807, -0.259], [1.278, 0.256, -1.092], [1.388, -1.124, -1.749], [-0.378, -2.274, -0.179], [-0.251, 0.961, 0.889], [0.649, 1.236, 2.029], [-1.201, 0.393, -1.075], [-1.601, 1.162, 0.953], [1.261, -2.397, -0.460], [-3.776, 0.891, -0.572], [-1.138, -2.978, 1.129], [1.348, 0.988, -1.900], [2.110, 0.423, -0.409], [0.590, -1.266, -2.474], [2.356, -1.250, -2.230], [-1.005, -1.793, -0.926], [0.288, 0.743, 2.931], [0.686, 2.308, 2.232], [1.655, 0.887, 1.822], [-2.118, 1.547, 1.729]]}

---

Record 8
{"formula": "C35H52AsO2P3Ru", "method": "wB97M-V/def2-TZVPD", "homo_lumo_gap_ev": [5.79, 2.83], "spin_multiplicity": 6, "homo_energy_ev": [-14.375, -15.669], "charge": 3, "species": ["Ru", "P", "P", "P", "H", "C", "C", "H", "C", "C", "C", "C", "C", "C", "C", "C", "C", "H", "H", "H", "H", "H", "H", "H", "H", "H", "H", "H", "H", "H", "H", "H", "H", "H", "H", "H", "H", "H", "H", "H", "H", "H", "H", "H", "H", "H", "C", "C", "C", "C", "C", "C", "O", "H", "H", "H", "H", "H", "H", "O", "As", "C", "C", "C", "C", "C", "C", "C", "C", "C", "C", "C", "C", "C", "C", "C", "C", "C", "C", "H", "H", "H", "H", "H", "H", "H", "H", "H", "H", "H", "H", "H", "H", "H"], "coordinates": [[1.087, 0.669, 0.002], [2.337, 2.466, -0.335], [0.136, 0.196, -2.280], [1.604, -0.924, 1.692], [1.269, -2.866, -3.274], [1.283, -3.666, -2.482], [0.201, -3.786, -1.663], [-0.321, -2.800, -1.522], [3.605, 2.486, -1.632], [1.047, 3.676, -0.710], [3.045, 2.667, 1.341], [-0.883, -1.032, -3.278], [-1.157, 1.530, -2.448], [1.175, 0.736, -3.714], [0.938, -2.619, 2.006], [0.752, -0.050, 3.049], [3.339, -1.119, 2.262], [2.294, -3.903, -2.059], [0.200, -4.519, -0.820], [4.596, 2.142, -1.284], [3.781, 3.441, -2.161], [3.246, 1.748, -2.372], [1.259, 4.755, -0.507], [0.140, 3.374, -0.139], [0.771, 3.573, -1.779], [3.675, 3.552, 1.534], [3.636, 1.755, 1.542], [2.219, 2.668, 2.073], [-1.118, -0.544, -4.236], [-1.824, -1.269, -2.771], [-0.355, -1.967, -3.467], [-0.773, 2.300, -3.133], [-1.377, 1.950, -1.460], [-2.083, 1.105, -2.860], [0.562, 0.694, -4.629], [2.039, 0.068, -3.827], [1.504, 1.772, -3.569], [1.021, -2.895, 3.076], [1.468, -3.383, 1.418], [-0.125, -2.657, 1.734], [1.011, -0.466, 4.036], [-0.330, -0.156, 2.873], [1.021, 1.016, 2.999], [3.430, -1.664, 3.212], [3.792, -0.133, 2.400], [3.919, -1.655, 1.502], [4.387, -1.250, -1.195], [5.412, -0.574, -1.900], [6.680, -1.173, -2.004], [6.905, -2.425, -1.416], [5.918, -3.091, -0.672], [4.651, -2.496, -0.562], [3.394, -0.446, -0.735], [2.115, -0.252, -0.962], [5.203, 0.405, -2.304], [7.454, -0.671, -2.606], [7.907, -2.885, -1.515], [6.110, -4.040, -0.181], [3.848, -2.992, 0.020], [-0.873, 0.831, 0.609], [-2.546, 0.573, 0.876], [-3.102, 0.754, 2.752], [-2.327, 1.535, 3.611], [-2.705, 1.682, 4.962], [-3.902, 1.095, 5.428], [-4.700, 0.368, 4.542], [-4.311, 0.192, 3.205], [-3.613, 1.948, -0.023], [-3.210, 3.285, 0.128], [-3.948, 4.307, -0.489], [-5.095, 4.009, -1.231], [-5.532, 2.679, -1.319], [-4.802, 1.646, -0.704], [-2.958, -1.257, 0.434], [-2.652, -2.260, 1.359], [-2.821, -3.600, 1.021], [-3.323, -3.950, -0.222], [-3.654, -2.964, -1.157], [-3.469, -1.601, -0.826], [-1.423, 2.022, 3.255], [-2.078, 2.251, 5.647], [-4.192, 1.215, 6.474], [-5.630, -0.079, 4.900], [-4.936, -0.373, 2.534], [-2.349, 3.520, 0.740], [-3.606, 5.337, -0.398], [-5.656, 4.808, -1.714], [-6.441, 2.450, -1.880], [-5.174, 0.629, -0.754], [-2.277, -1.964, 2.352], [-2.538, -4.371, 1.755], [-3.452, -5.015, -0.478], [-4.035, -3.244, -2.133], [-3.713, -0.837, -1.566]]}